1.
Computed, not measured: a single C15H22N2OS molecule, with ωB97M-V with the def2-TZVPD basis set.

Multiplicity: 1
Max |F| (hartree/bohr): 0.013
Energy above the lowest of the compared OMol25 structures with the same formula, charge and spin (kcal per mole): 2.2
SMILES: Cc1ccc(NC(=S)N2CCC[C@@H](CO)C2)c(C)c1
Gap between HOMO and LUMO (eV): 8.66
DFT total energy (Eh): -1167.73762

Geometry (Å):
S: -1.20 -3.13 0.37
O: -4.60 2.30 0.81
N: 0.97 -1.86 -0.24
N: -1.02 -0.64 -0.53
C: -4.32 1.03 0.27
C: 3.97 0.20 -0.81
C: -0.79 1.72 -1.14
C: 3.01 -0.79 -0.93
C: -2.29 1.90 -0.94
C: -2.81 0.90 0.09
C: -0.49 0.27 -1.53
C: -0.39 -1.78 -0.16
C: 1.92 -0.82 -0.07
C: 1.82 0.11 0.97
C: 0.73 0.04 1.99
C: 3.86 1.17 0.17
C: -2.45 -0.52 -0.35
C: 4.88 2.26 0.30
C: 2.79 1.10 1.06
H: 1.32 -2.80 -0.13
H: -4.83 0.90 -0.70
H: -5.54 2.38 0.96
H: -4.67 0.24 0.95
H: 0.47 -1.00 2.21
H: 0.58 0.12 -1.65
H: 4.81 0.21 -1.50
H: 3.09 -1.54 -1.71
H: -2.51 2.91 -0.59
H: 1.05 0.52 2.92
H: -2.76 -1.25 0.40
H: 5.79 2.01 -0.23
H: -0.17 0.54 1.65
H: -2.96 -0.76 -1.30
H: 2.72 1.82 1.85
H: -0.26 1.96 -0.22
H: 4.48 3.18 -0.12
H: -0.99 0.05 -2.48
H: -2.34 1.10 1.05
H: -0.42 2.38 -1.92
H: -2.81 1.75 -1.89
H: 5.12 2.45 1.34



2.
Computed, not measured: a gas-phase ion, C15H22N5O2 (charge +1) at a distorted geometry, with ωB97M-V with the def2-TZVPD basis set.

Multiplicity: 1
Max |F| (hartree/bohr): 0.367
Energy above the lowest of the compared OMol25 structures with the same formula, charge and spin (kcal per mole): 327.8
Total charge: +1
SMILES: COc1ccc(OC)c(NC(=[NH2+])/N=C(/N)N=C2CCCC2)c1
Gap between HOMO and LUMO (eV): 8.45
DFT total energy (Eh): -1008.35252

Geometry (Å):
O: 1.67 3.50 -3.27
O: 1.48 -1.22 -0.28
N: -2.25 -1.20 1.15
N: -0.77 0.60 -0.38
N: -4.32 -0.20 1.34
N: -2.33 1.17 1.09
N: -0.78 2.64 0.75
C: 2.88 1.50 -2.55
C: -3.05 -0.01 1.29
C: 3.00 3.78 -3.91
C: 0.52 0.82 -1.07
C: 2.36 -2.36 -0.55
C: -1.64 -2.19 1.92
C: -1.31 -1.78 3.44
C: -0.87 -3.16 1.50
C: 2.66 0.03 -2.06
C: 0.89 1.91 -1.82
C: 1.57 -0.20 -1.29
C: -0.68 -3.18 3.89
C: -1.30 1.31 0.40
C: -0.05 -3.69 2.69
C: 1.84 2.37 -2.55
H: -1.42 -3.76 4.21
H: -2.14 -1.48 3.92
H: 3.83 3.72 -3.34
H: 2.14 -3.14 0.07
H: 0.00 2.69 -1.94
H: 3.04 2.89 -4.75
H: 2.68 -2.57 -1.49
H: -0.15 -3.21 4.54
H: -1.70 -4.01 1.40
H: -4.77 0.63 1.39
H: 2.71 4.74 -4.39
H: 3.51 -0.55 -2.08
H: -0.82 -0.49 -0.32
H: -0.74 -0.99 3.40
H: 3.67 1.58 -3.22
H: 3.26 -1.92 0.02
H: -0.38 -3.25 0.48
H: -1.15 3.03 1.41
H: -4.82 -0.96 1.56
H: 1.00 -3.23 2.54
H: 0.02 2.79 0.26
H: 0.06 -4.57 2.71



3.
Computed, not measured: 3 unconnected molecules or ions with the total composition C15H22NO10S4 at a distorted geometry, with ωB97M-V with the def2-TZVPD basis set.

Multiplicity: 1
Max |F| (hartree/bohr): 0.178
Total charge: -1
Gap between HOMO and LUMO (eV): 7.29
DFT total energy (Eh): -2984.26275

Geometry (Å):
S: 1.23 -1.46 -2.20
S: -2.07 -0.89 4.63
S: 2.46 4.53 -1.86
S: 2.23 -3.46 -0.35
O: 1.24 0.08 -2.45
O: -3.22 -0.46 3.86
O: 1.29 4.95 -2.60
O: 2.19 -2.11 -3.27
O: 2.70 4.93 -0.49
O: -0.33 -2.12 -2.36
O: 2.25 -3.67 1.22
O: -2.16 -1.93 5.63
O: -0.89 -0.74 -0.35
O: 3.58 -3.87 -1.01
N: 2.00 -1.75 -0.65
C: -5.50 -1.28 -0.55
C: -2.86 -2.09 -1.24
C: 3.91 4.90 -2.85
C: -0.02 0.04 3.31
C: -1.31 0.56 5.35
C: -3.90 -0.89 -0.71
C: 0.07 0.68 4.70
C: 3.40 2.52 -3.24
C: -3.40 -3.60 -1.63
C: -5.01 -3.90 -1.45
C: -0.75 -1.28 3.51
C: 2.60 2.75 -1.97
C: -6.08 -2.79 -0.90
C: 4.53 3.55 -3.21
C: -1.26 -1.62 -1.33
H: -3.49 0.20 -0.44
H: 1.60 2.31 -2.01
H: -7.22 -3.04 -0.76
H: -1.23 0.43 6.43
H: -0.10 -2.02 3.99
H: -5.37 -5.00 -1.71
H: 3.79 1.49 -3.28
H: 0.81 0.13 5.30
H: -1.15 -1.69 2.58
H: 3.14 2.40 -1.09
H: -6.27 -0.47 -0.15
H: 2.78 2.68 -4.12
H: 3.58 5.44 -3.74
H: -2.64 -4.43 -2.00
H: 5.27 3.27 -2.45
H: 0.97 -0.11 2.86
H: 0.39 1.72 4.64
H: 5.05 3.60 -4.17
H: -0.60 0.69 2.64
H: 4.60 5.51 -2.26
H: 1.11 -4.13 -0.92
H: -1.93 1.42 5.12



4.
Computed, not measured: 2 unconnected molecules or ions with the total composition C15H22NO4S2 at a distorted geometry, with ωB97M-V with the def2-TZVPD basis set.

Multiplicity: 1
Max |F| (hartree/bohr): 0.040
Energy above the lowest of the compared OMol25 structures with the same formula, charge and spin (kcal per mole): 0.0
Total charge: +1
Gap between HOMO and LUMO (eV): 6.21
DFT total energy (Eh): -1736.64006

Geometry (Å):
S: -1.54 -1.96 0.28
S: 1.54 -1.96 0.28
O: -2.44 1.11 -0.61
O: 3.62 2.26 0.94
O: 2.45 1.11 -0.61
O: -3.62 2.26 0.94
N: 0.00 3.63 2.60
C: -2.55 1.92 0.46
C: 0.00 2.09 0.40
C: 3.58 -0.08 -2.29
C: 1.26 -3.72 0.56
C: -3.78 0.83 -1.13
C: 3.78 0.83 -1.13
C: -1.21 3.20 2.12
C: -1.26 -3.72 0.56
C: 1.20 3.20 2.12
C: -3.58 -0.08 -2.29
C: 1.21 2.35 1.03
C: 2.55 1.92 0.46
C: 0.00 -1.32 0.92
C: 0.00 -4.30 -0.08
C: -1.22 2.35 1.03
H: 4.55 -0.29 -2.72
H: 0.00 -4.14 -1.17
H: -4.55 -0.29 -2.73
H: -4.38 0.36 -0.33
H: 0.00 -0.34 0.53
H: 2.13 3.62 2.51
H: 2.97 0.38 -3.08
H: -1.32 -3.98 1.63
H: -2.97 0.38 -3.08
H: 2.08 -4.22 0.03
H: -2.08 -4.21 0.03
H: 0.00 1.52 -0.56
H: 4.23 1.79 -1.43
H: 3.11 -1.02 -1.99
H: -2.13 3.62 2.51
H: -4.23 1.79 -1.44
H: 0.00 -5.38 0.08
H: 1.32 -3.98 1.63
H: 0.00 4.31 3.35
H: -3.10 -1.02 -1.99
H: 4.38 0.36 -0.33
H: 0.00 -1.22 2.01



5.
Computed, not measured: a gas-phase ion, C15H23Br2FN3O6 (charge +1) at a distorted geometry, with ωB97M-V with the def2-TZVPD basis set.

Multiplicity: 1
Max |F| (hartree/bohr): 0.028
Total charge: +1
SMILES: CC(=O)OCC[C@@]1(CCC(=O)O)NC(NCC(=O)F)=[NH+][C@H]([C@@H](Br)[C@@H](C)Br)O1
Gap between HOMO and LUMO (eV): 8.95
DFT total energy (Eh): -6448.77004

Geometry (Å):
Br: 3.43 -3.97 2.22
Br: 0.54 -3.22 0.74
F: -2.35 -2.57 -5.06
O: -1.00 4.78 2.16
O: -4.38 -0.05 0.54
O: -2.89 -0.34 2.21
O: 1.67 0.46 0.04
O: -1.88 3.02 1.07
O: -2.39 -3.17 -2.94
N: 1.08 -1.34 -1.45
N: -0.42 -0.85 -3.15
N: 0.07 0.82 -1.64
C: -1.82 -2.70 -3.86
C: 1.91 -1.84 0.92
C: -1.47 3.68 2.20
C: 0.27 -0.48 -2.09
C: 4.32 -1.38 1.45
C: -0.98 3.12 -0.03
C: -0.72 0.15 0.64
C: -3.24 -0.14 0.92
C: -1.67 2.90 3.46
C: 0.33 0.91 -0.19
C: -0.40 -2.17 -3.77
C: 1.92 -0.87 -0.32
C: 3.31 -2.45 1.03
C: 0.34 2.40 0.18
C: -2.08 -0.05 -0.04
H: -1.17 3.40 4.28
H: 0.70 1.43 -2.15
H: -1.04 -0.16 -3.54
H: -2.33 0.72 -0.76
H: -3.64 -0.79 2.63
H: 0.04 -2.09 -4.76
H: -0.77 4.17 -0.21
H: -2.08 -1.00 -0.58
H: -0.88 0.75 1.53
H: 1.68 -1.24 1.80
H: 0.72 2.49 1.19
H: 5.28 -1.57 0.97
H: -2.73 2.76 3.68
H: 3.99 -0.40 1.12
H: 1.07 2.88 -0.48
H: 4.43 -1.37 2.53
H: 1.67 -1.83 -2.12
H: 2.95 -0.90 -0.68
H: 0.15 -2.89 -3.18
H: -1.25 1.90 3.36
H: 3.57 -2.83 0.04
H: -0.36 -0.81 0.98
H: -1.51 2.76 -0.91



6.
Computed, not measured: a molecular structure, C15H23Cl3I2NaO2S3, with ωB97M-V with the def2-TZVPD basis set.

Multiplicity: 1
Max |F| (hartree/bohr): 0.008
Energy above the lowest of the compared OMol25 structures with the same formula, charge and spin (kcal per mole): 2.9
Total charge: -1
Gap between HOMO and LUMO (eV): 7.24
DFT total energy (Eh): -4068.72607

Geometry (Å):
I: -3.00 -1.62 -0.28
I: 0.10 -3.33 -0.43
Cl: 2.00 2.34 -4.29
Cl: 0.58 0.89 -6.36
Cl: 3.09 -0.14 -5.37
S: -0.12 0.05 2.05
S: 2.52 -0.54 0.13
S: 0.88 2.53 -0.24
Na: -0.37 0.25 -1.57
O: 1.55 -0.18 -2.71
O: -0.26 -0.52 -3.97
C: -4.06 3.59 1.40
C: -4.50 2.81 0.15
C: -5.54 1.75 0.56
C: -0.76 1.74 1.99
C: 0.87 -0.10 -3.75
C: -3.33 2.14 -0.46
C: 2.64 2.32 0.15
C: 1.57 0.30 2.68
C: -5.14 3.78 -0.85
C: 1.59 0.71 -4.92
C: 3.27 1.02 -0.36
C: 0.11 2.83 1.38
C: 2.60 -0.55 1.93
C: -2.36 1.58 -0.97
C: -2.01 -3.50 -0.08
H: -4.92 4.08 1.87
H: -2.40 -4.20 -0.81
H: -6.42 2.23 1.01
H: -3.33 4.35 1.13
H: 1.61 0.04 3.74
H: 4.33 1.02 -0.10
H: -4.42 4.54 -1.16
H: -0.53 3.70 1.23
H: -6.01 4.28 -0.41
H: 2.79 2.44 1.22
H: 3.19 0.97 -1.45
H: -5.46 3.24 -1.74
H: -3.60 2.92 2.13
H: -5.86 1.18 -0.31
H: 3.61 -0.28 2.27
H: -5.11 1.05 1.28
H: 0.91 3.15 2.06
H: 2.45 -1.60 2.17
H: -2.14 -3.87 0.93
H: 1.80 1.35 2.59
H: -1.66 1.63 1.37
H: -1.06 2.06 2.99
H: 3.17 3.14 -0.33



7.
Computed, not measured: 3 unconnected molecules or ions with the total composition C15H23ClF4N2O10P2S at a distorted geometry, with ωB97M-V with the def2-TZVPD basis set.

Multiplicity: 1
Max |F| (hartree/bohr): 0.073
Gap between HOMO and LUMO (eV): 7.76
DFT total energy (Eh): -3387.86346

Geometry (Å):
Cl: 3.22 7.92 -0.51
S: 2.82 3.84 -1.20
P: 2.13 6.36 -1.43
P: 2.96 4.36 1.66
F: -0.62 -4.40 1.38
F: 0.14 -0.46 0.37
F: 0.06 4.59 2.46
F: -2.85 -10.48 0.59
O: 2.82 3.06 2.65
O: 1.21 -5.44 -2.53
O: -4.20 -6.27 0.86
O: -3.49 -7.45 -0.92
O: 1.25 7.17 -2.59
O: -0.88 5.40 -1.82
O: -3.73 -8.46 1.07
O: -0.88 -4.76 -2.03
O: 0.68 -4.85 -0.41
O: 4.47 4.36 1.04
N: -0.26 3.49 -0.74
N: 2.82 5.62 2.55
C: -1.08 2.55 2.43
C: 0.82 0.50 -1.63
C: -0.17 4.92 -1.04
C: -3.84 -7.29 0.38
C: -1.54 -4.46 -0.79
C: 0.41 -5.06 -1.74
C: -2.99 -8.79 -1.06
C: -0.50 3.68 1.58
C: 0.94 5.57 -0.16
C: 0.51 3.21 0.49
C: -0.39 -4.06 0.09
C: 1.00 1.76 0.54
C: -3.63 -9.49 0.11
C: 0.15 0.77 -0.29
C: 1.70 4.22 0.29
H: -2.27 -3.67 -0.92
H: -4.63 -9.89 -0.10
H: -3.27 -9.22 -2.02
H: 1.34 6.63 -3.39
H: 0.63 6.26 0.62
H: 1.03 1.36 1.55
H: -0.12 -3.01 0.04
H: 2.19 2.93 -1.98
H: 0.61 1.26 -2.39
H: -1.69 3.01 3.21
H: 0.50 -0.46 -2.06
H: 5.04 4.22 1.81
H: 2.02 1.65 0.18
H: 3.64 2.55 2.60
H: -1.70 1.85 1.87
H: -1.90 -8.78 -0.98
H: 2.04 6.18 2.22
H: 0.10 3.08 -1.59
H: 1.91 0.43 -1.54
H: -1.35 4.20 1.13
H: -0.88 1.09 -0.40
H: -2.05 -5.36 -0.44
H: -0.26 2.07 2.96



8.
Computed, not measured: a molecular structure, C15H23ClN2PbS at a distorted geometry, with ωB97M-V with the def2-TZVPD basis set.

Multiplicity: 1
Max |F| (hartree/bohr): 0.058
Energy above the lowest of the compared OMol25 structures with the same formula, charge and spin (kcal per mole): 0.0
Total charge: +2
Gap between HOMO and LUMO (spin up / spin down) (eV): 5.58 / 5.61
DFT total energy (Eh): -1745.42685

Geometry (Å):
Pb: -1.51 -0.23 0.25
Cl: -3.85 -0.11 -1.03
S: 1.07 -0.04 2.25
N: 3.27 0.14 0.61
N: 3.61 -0.35 2.81
C: -0.60 -2.65 -0.97
C: 1.58 -1.93 -0.74
C: 0.96 2.48 0.01
C: 1.01 -1.22 -1.82
C: 2.71 -0.08 1.84
C: -1.34 2.55 -0.17
C: -6.35 -1.66 -1.44
C: -6.68 0.73 -0.67
C: -5.99 0.26 -3.06
C: -0.23 2.83 0.69
C: -0.34 -1.65 -1.98
C: 0.59 -2.79 -0.20
C: 0.61 1.97 -1.26
C: -0.80 2.00 -1.39
C: -5.96 -0.20 -1.62
H: -5.75 -2.31 -2.09
H: 4.56 -0.63 2.61
H: -6.23 -1.98 -0.40
H: -7.41 -1.80 -1.71
H: -1.51 -3.23 -0.88
H: 1.32 1.66 -2.03
H: 1.53 -0.50 -2.45
H: -7.03 0.24 -3.44
H: 2.61 -1.85 -0.40
H: -6.31 1.76 -0.77
H: -6.56 0.41 0.37
H: -0.28 3.24 1.70
H: -1.02 -1.31 -2.76
H: -5.62 1.28 -3.16
H: 2.73 0.56 -0.13
H: -5.39 -0.40 -3.70
H: -7.76 0.74 -0.89
H: 4.27 0.32 0.57
H: 0.73 -3.43 0.67
H: 1.98 2.61 0.40
H: 3.22 -0.62 3.70
H: -1.37 1.73 -2.28
H: -2.39 2.81 0.03



9.
Computed, not measured: a single C15H23N3O2S molecule, with ωB97M-V with the def2-TZVPD basis set.

Multiplicity: 1
Max |F| (hartree/bohr): 0.014
Energy above the lowest of the compared OMol25 structures with the same formula, charge and spin (kcal per mole): 4.1
SMILES: CC[C@H](CC(C)(C)O)C(=O)NNC(=S)Nc1ccccc1
Gap between HOMO and LUMO (eV): 9.13
DFT total energy (Eh): -1298.32838

Geometry (Å):
S: 1.30 3.08 -0.30
O: 0.19 -1.69 -0.13
O: -4.63 0.95 -0.03
N: 0.21 0.43 -0.83
N: 1.59 0.50 -0.68
N: 3.49 1.67 -0.01
C: 6.63 -0.23 0.02
C: -2.02 -1.02 -2.98
C: -4.10 1.06 2.32
C: -2.46 -0.10 -1.85
C: 3.99 -0.58 0.81
C: -1.95 -0.60 -0.49
C: -2.39 0.28 0.69
C: 5.71 0.78 -0.18
C: 4.92 -1.59 1.00
C: 4.38 0.61 0.20
C: 6.23 -1.43 0.60
C: -0.44 -0.70 -0.45
C: -4.48 -1.11 1.12
C: 2.17 1.66 -0.30
C: -3.90 0.30 1.00
H: -2.07 1.31 0.50
H: 6.95 -2.22 0.75
H: -2.38 -2.03 -2.82
H: -3.67 0.50 3.15
H: -1.87 -0.06 1.59
H: -0.21 1.36 -0.88
H: -2.32 -1.62 -0.32
H: -0.93 -1.05 -3.05
H: -3.63 2.04 2.28
H: -4.54 -1.57 0.14
H: 4.61 -2.51 1.48
H: -3.55 -0.07 -1.81
H: -5.49 -1.05 1.53
H: 2.99 -0.71 1.19
H: -5.16 1.20 2.51
H: 6.01 1.71 -0.63
H: -4.37 1.87 -0.06
H: -3.87 -1.72 1.77
H: -2.41 -0.66 -3.93
H: 7.65 -0.09 -0.28
H: -2.10 0.91 -2.03
H: 2.02 -0.41 -0.57
H: 3.90 2.60 0.00



10.
Computed, not measured: a molecular structure, C15H23N6O5SY, with ωB97M-V with the def2-TZVPD basis set.

Multiplicity: 1
Max |F| (hartree/bohr): 0.006
Energy above the lowest of the compared OMol25 structures with the same formula, charge and spin (kcal per mole): 0.0
Total charge: +2
Gap between HOMO and LUMO (eV): 8.99
DFT total energy (Eh): -1726.42656

Geometry (Å):
Y: 0.22 0.30 0.34
S: -0.37 -2.85 1.43
O: -0.48 0.54 2.40
O: 0.51 -1.88 0.59
O: 2.37 1.11 -0.64
O: 3.97 2.67 -0.71
O: -1.27 2.08 3.85
N: -4.26 0.60 -0.83
N: -1.13 0.33 -4.12
N: -2.50 0.40 -2.28
N: -0.19 0.56 -1.99
N: 1.29 2.16 1.48
N: -2.10 0.53 0.03
C: 0.37 -2.84 3.09
C: 2.35 2.82 1.00
C: 2.90 2.12 -0.19
C: 0.76 -4.29 3.40
C: -2.32 0.25 -4.98
C: 0.67 2.58 2.57
C: 0.26 -4.50 1.04
C: -2.93 0.52 -0.97
C: 2.83 3.97 1.59
C: 0.19 0.35 -4.74
C: -1.22 0.44 -2.79
C: 1.07 3.75 3.22
C: -0.48 1.69 3.03
C: 1.30 -4.86 2.09
C: 2.16 4.44 2.72
H: -3.24 0.31 -2.95
H: 0.67 0.61 -2.52
H: 2.50 5.34 3.21
H: -0.33 -2.37 3.78
H: 1.25 -2.21 2.99
H: 0.60 -4.46 0.01
H: -1.99 0.21 -6.01
H: 3.70 4.48 1.20
H: 0.52 4.08 4.09
H: -0.61 -5.16 1.09
H: 4.29 2.14 -1.45
H: 0.81 -0.46 -4.36
H: 0.69 1.31 -4.58
H: -2.95 1.13 -4.87
H: -4.66 0.70 0.09
H: -4.88 0.70 -1.61
H: -2.58 0.62 0.92
H: 2.26 -4.40 1.84
H: -0.11 -4.86 3.74
H: 1.49 -4.31 4.21
H: -2.89 -0.66 -4.78
H: 1.45 -5.93 2.14
H: 0.08 0.21 -5.81